Record 1
5 unconnected molecules or ions with the total composition C25H25BrN7O8S. Source: OMol25; level of theory: ωB97M-V/def2-TZVPD.

```
! RIJCOSX wB97M-V def2-TZVPD def2/J DEFGRID3
* xyz 1 1
N -3.15249 7.48890 -2.47855
C -2.79367 6.19391 -2.35274
N -3.28487 5.21622 -3.21968
Br -2.58472 5.43729 -4.93994
N -2.01816 5.80260 -1.37369
S -1.49867 4.16388 -1.07576
H -2.49151 8.15628 -2.10125
H -3.47652 7.74264 -3.40308
H -4.29767 5.23359 -3.26264
H -1.67928 6.48373 -0.71099
H -2.68820 3.64734 -0.75495
C 1.92645 -0.37792 2.76543
C 1.83918 -1.14255 1.60674
C 0.93231 -0.79765 0.62121
C 0.12583 0.31262 0.81593
C 0.19904 1.08380 1.96323
C 1.10725 0.73056 2.94538
N -0.82864 0.69513 -0.22148
O -0.92279 0.00915 -1.21014
O -1.49742 1.70892 -0.03862
H 2.64081 -0.64723 3.53161
H 2.48059 -2.00459 1.45398
H 0.86275 -1.38780 -0.28104
H -0.44160 1.94220 2.09970
H 1.17430 1.32071 3.84848
C -5.16585 -1.15553 4.11613
C -5.16228 -0.78214 5.45305
C -4.28967 0.19672 5.89922
C -3.43400 0.78866 4.98999
C -3.41816 0.42785 3.65526
C -4.29267 -0.55338 3.21967
N -2.51610 1.83899 5.45693
O -2.52942 2.11952 6.63274
O -1.79312 2.36350 4.63056
H -5.85121 -1.91798 3.77164
H -5.84084 -1.25281 6.14999
H -4.27912 0.49206 6.93730
H -2.73633 0.90157 2.96494
H -4.29421 -0.84803 2.17945
C 0.30795 -6.94165 -2.03901
C 0.31383 -6.64193 -0.68313
C 1.19884 -5.70148 -0.18393
C 2.06436 -5.07371 -1.06080
C 2.07834 -5.36084 -2.41322
C 1.19053 -6.30446 -2.90116
N 2.99447 -4.06339 -0.54249
O 2.97608 -3.83458 0.65547
O 3.72069 -3.50030 -1.32930
H -0.38646 -7.67533 -2.42518
H -0.37152 -7.14167 -0.01347
H 1.21283 -5.46457 0.86900
H 2.76810 -4.86051 -3.07595
H 1.18723 -6.54235 -3.95526
C 2.95417 1.16082 -1.37503
C 2.29767 0.51502 -2.41559
C 2.99053 0.16416 -3.56250
C 4.33572 0.46464 -3.64660
C 5.00700 1.10981 -2.62643
C 4.30591 1.45995 -1.48410
N 5.07759 0.07662 -4.85813
O 4.45472 -0.46865 -5.74456
O 6.26149 0.32932 -4.89515
H 2.41839 1.42835 -0.47378
H 1.24681 0.27786 -2.33611
H 2.48907 -0.33854 -4.37541
H 6.05874 1.33453 -2.71718
H 4.81762 1.96217 -0.67504
*
```

For the LUMO energy, the calculation gives -4.4 eV. The frontier orbital gap comes out at 7.16 eV. The highest occupied orbital energy is -0.4265 Ha.



Record 2
A molecular structure, C25H25CeN5O4S. Source: OMol25; level of theory: ωB97M-V/def2-TZVPD.

```
! RIJCOSX wB97M-V def2-TZVPD def2/J DEFGRID3
* xyz 3 2
Ce -0.41867 -0.07026 0.30948
O 5.05803 -1.85666 -4.75942
C 5.21573 -0.99326 -3.77422
O 5.91523 -0.02766 -3.83092
C 4.36903 -1.18496 -2.52752
C 4.94483 -1.00026 -1.27182
C 4.15383 -0.95896 -0.13882
C 2.75963 -1.04476 -0.25632
C 2.18193 -1.21086 -1.52872
C 2.98283 -1.31526 -2.64882
N 1.85683 -0.93496 0.81298
C 2.17433 -1.21316 2.03378
C 1.18403 -1.06786 3.09568
C 1.52373 -1.28366 4.43248
C 0.56203 -1.08726 5.41598
C -0.71117 -0.68956 5.03048
C -0.98697 -0.53076 3.67658
N -0.07407 -0.71396 2.71888
H 4.58053 -2.67156 -4.55052
H 6.01563 -0.87396 -1.19522
H 4.61673 -0.79506 0.82208
H 1.07413 -1.31346 -1.61982
H 2.54023 -1.46626 -3.62272
H 3.16323 -1.57126 2.31708
H 2.52593 -1.58406 4.70038
H 0.80393 -1.22866 6.45908
H -1.47787 -0.50216 5.76508
H -1.98547 -0.24326 3.34388
C -4.87967 0.72754 -1.23792
N -4.39387 -0.32736 -0.36802
C -5.23797 -1.13356 0.32018
C -4.76667 -2.11696 1.12958
C -3.35737 -2.27006 1.25748
N -2.52867 -1.43886 0.58358
C -3.04627 -0.50816 -0.25252
O -2.24467 0.19974 -0.91742
N -2.82607 -3.19256 2.04828
H -5.95127 0.62234 -1.37632
H -4.38197 0.66164 -2.20472
H -4.67097 1.70184 -0.79392
H -6.29647 -0.95366 0.19018
H -5.44017 -2.77186 1.65758
H -3.41487 -3.85426 2.53378
H -1.82667 -3.34656 2.07088
C -0.68877 4.42754 0.63058
S -1.50207 2.87774 0.17628
O -0.98847 1.84734 1.18018
C -0.45337 2.47724 -1.27312
C 0.87403 2.05044 -1.06662
C 1.68153 1.79884 -2.18092
C 1.16283 1.92114 -3.46522
C -0.15047 2.32504 -3.65282
C -0.95967 2.61374 -2.56012
H 0.34293 4.23864 0.90528
H -1.21747 4.86474 1.47468
H -0.75237 5.10174 -0.21782
H 1.33833 2.12644 -0.06792
H 2.73323 1.58734 -2.04742
H 1.79973 1.75114 -4.31932
H -0.53757 2.45224 -4.65182
H -1.96687 2.97294 -2.71332
*
```

The calculation puts the energy above the lowest of the compared OMol25 structures with the same formula, charge and spin at 59.3 kJ/mol. For the LUMO energy (spin up / spin down), the calculation gives -9.5 / -9.5 eV. The frontier orbital gap (spin up / spin down) comes out at 7.07 / 7.08 eV. The highest occupied orbital energy (spin up / spin down) is -0.6084 / -0.6084 Ha.



Record 3
4 unconnected molecules or ions with the total composition C25H25Cl2IO9P. Source: OMol25; level of theory: ωB97M-V/def2-TZVPD.

```
! RIJCOSX wB97M-V def2-TZVPD def2/J DEFGRID3
* xyz -1 1
C 6.36379 -2.78787 1.11209
C 4.94469 -2.34658 0.70167
Cl 5.04372 -1.23114 -0.68645
C 4.03262 -3.52703 0.41231
Cl 4.70419 -4.52642 -0.92212
C 2.52002 -3.28736 0.18288
C 1.98764 -2.80872 -1.16738
O 1.86267 -1.42006 -1.11821
P 1.42862 -0.81890 0.46130
C -0.37427 -1.56664 0.21960
C -0.97095 -1.49334 -1.12041
O -1.33567 -2.38146 -1.81543
I -1.28005 0.53122 -1.92156
O 1.99314 -2.40962 1.12743
H 6.64694 -2.31807 2.05605
H 6.42087 -3.86957 1.24371
H 7.09387 -2.49818 0.35818
H 4.49964 -1.79793 1.53371
H 4.08371 -4.17362 1.29498
H 2.09289 -4.28788 0.37311
H 1.00086 -3.28655 -1.27865
H 2.57194 -3.12879 -2.03414
H 0.99956 0.42740 -0.07762
H 1.05221 -0.44385 1.79443
H 2.74901 -0.29688 0.67433
H -1.01857 -0.99775 0.89755
H -0.43140 -2.62055 0.49879
C 1.98257 -3.63577 4.04946
C 2.63789 -4.72606 4.44855
C 2.36030 -5.38114 5.74610
O 2.96309 -6.37266 6.10648
C 1.31004 -4.77778 6.60424
C 0.64917 -3.69122 6.21883
C 0.92972 -3.03083 4.91180
O 0.31530 -2.04249 4.58483
H 2.18695 -3.16177 3.09091
H 3.40718 -5.18976 3.84279
H 1.12279 -5.27363 7.54869
H -0.12060 -3.23110 6.82588
C 0.04592 4.97994 -1.26294
C 0.02355 5.89607 -0.29880
C -1.25188 6.50039 0.16432
O -1.26699 7.34452 1.03652
C -2.50545 6.03300 -0.47795
C -2.48559 5.11333 -1.43804
C -1.20913 4.52645 -1.91410
O -1.19626 3.70442 -2.80341
H 0.96029 4.52037 -1.61602
H 0.92187 6.24456 0.19454
H -3.42487 6.47811 -0.11887
H -3.38563 4.75464 -1.91685
C -6.97564 3.46486 -3.54574
C -7.29521 2.80477 -4.65451
C -6.48496 2.93943 -5.89271
O -6.78472 2.34726 -6.90586
C -5.29833 3.83108 -5.84116
C -4.97921 4.49204 -4.73263
C -5.79598 4.36376 -3.50028
O -5.50653 4.96814 -2.48842
H -7.54771 3.38316 -2.63052
H -8.14958 2.14297 -4.71443
H -4.71754 3.90409 -6.75145
H -4.11654 5.14298 -4.66938
*
```

For the LUMO energy, the calculation gives -0.2 eV. The frontier orbital gap comes out at 4.95 eV. The highest occupied orbital energy is -0.1884 Ha.



Record 4
A gas-phase ion, C25H25ClNO (charge +1). Source: OMol25; level of theory: ωB97M-V/def2-TZVPD.

```
! RIJCOSX wB97M-V def2-TZVPD def2/J DEFGRID3
* xyz 1 1
C -2.17314 -1.90677 -0.50198
C -2.39817 -1.33779 0.86265
N -2.37504 0.07726 0.85422
C -2.98166 0.89463 1.75233
C -2.30775 2.23580 1.94519
C -1.31672 2.55099 2.84507
C -0.60979 3.86651 2.85426
C -0.64778 4.60987 1.50409
C -1.92064 4.41312 0.76484
C -2.32156 5.37519 -0.16522
C -3.50242 5.18624 -0.88392
C -4.26406 4.01411 -0.73227
C -3.84813 3.05304 0.17813
C -2.69393 3.24521 0.95580
C -3.97122 0.28841 2.68748
O -2.54592 -2.00418 1.87806
H -1.28164 -1.46640 -0.97180
H -2.04166 -2.98470 -0.37986
H -3.03952 -1.72878 -1.16463
H -1.75265 0.47388 0.14282
H -1.05366 1.80465 3.59807
H -1.06041 4.53296 3.61259
H 0.43427 3.75845 3.17197
H -0.50510 5.68440 1.65631
H 0.22034 4.30139 0.90173
H -1.72179 6.28033 -0.31640
H -3.85671 5.93555 -1.58379
H -5.16902 3.81744 -1.31415
H -4.40913 2.13077 0.34357
H -4.19319 1.08452 3.42548
H -3.38670 -0.47314 3.25460
Cl -4.49609 -4.44453 6.26268
C -5.06793 -3.33957 5.08685
C -5.52079 -2.07397 5.48241
C -5.83316 -1.11674 4.51739
C -5.60907 -1.40301 3.16689
C -5.31710 -0.22111 2.21405
C -5.54481 -0.65659 0.72679
C -6.34460 0.44322 0.01395
C -6.75040 1.36271 1.13027
C -6.29962 0.93727 2.33572
C -5.36873 -2.72763 2.77280
C -5.03536 -3.68324 3.73655
H -5.61612 -1.83868 6.53860
H -6.18028 -0.13059 4.81711
H -4.64282 -1.01562 0.21882
H -6.26279 -1.47935 0.83009
H -5.79600 0.91121 -0.81530
H -7.22728 -0.03394 -0.44419
H -7.35412 2.24326 0.90857
H -6.48994 1.38444 3.30962
H -5.38103 -3.04159 1.72733
H -4.72697 -4.67599 3.44151
*
```

As for the structure (SMILES): CC(=O)/[NH+]=C(\C[C@@]1(c2ccc(Cl)cc2)C=CCC1)C1=CCCc2ccccc21. For the LUMO energy, the calculation gives -5.1 eV. The frontier orbital gap comes out at 6.12 eV. The highest occupied orbital energy is -0.4124 Ha.



These records have F_max values of 1.1 2.4 0.6 3.0 eV Å⁻¹, in the order they appear.